# C32H69N2O4

A cluster of 5 separate species, C32H69N2O4 in total (ωB97M-V with the def2-TZVPD basis set, the OMol25 dataset).

Last column: Mulliken charge in e.
CARTESIAN COORDINATES (ANGSTROEM)
C1 3.92 -3.82 0.43  -0.611
C2 3.37 -2.63 -0.53  -0.406
C3 4.27 -1.31 -0.39  -0.572
C4 3.71 -0.05 -1.20  -0.592
C5 3.73 1.33 -0.37  -0.484
C6 2.52 2.30 -0.80  -0.193
C7 1.33 2.11 0.28  -0.652
C8 -0.01 2.91 -0.09  -0.368
C9 -1.05 2.72 1.14  -0.767
C10 -2.49 3.39 0.83  0.048
C11 -3.27 2.36 -0.13  -0.834
C12 -4.82 2.69 -0.33  -0.134
C13 -5.75 2.33 0.93  -0.653
C14 -5.34 1.00 1.73  -0.792
C15 -5.26 -0.33 0.83  -0.773
C16 -6.51 -0.53 -0.16  -0.509
C17 -6.12 -0.89 -1.65  0.529
C18 -4.87 -0.27 -2.39  0.002
C19 -4.75 -0.80 -3.82  -0.399
N1 -5.55 -1.75 -4.49  0.222
N2 -6.61 -2.29 -3.90  -0.594
C20 -6.87 -1.87 -2.60  -0.303
H1 3.52 -4.84 0.09  -0.101
H2 3.52 -3.65 1.50  0.275
H3 5.06 -3.85 0.44  0.275
H4 3.40 -3.03 -1.61  0.254
H5 2.27 -2.47 -0.26  0.292
H6 5.30 -1.57 -0.83  0.242
H7 4.42 -1.11 0.74  0.316
H8 2.61 -0.28 -1.47  0.281
H9 4.30 0.05 -2.18  0.339
H10 4.75 1.87 -0.51  0.084
H11 3.62 1.05 0.75  0.368
H12 2.14 1.99 -1.83  0.231
H13 2.90 3.38 -0.86  0.148
H14 1.15 0.97 0.35  0.185
H15 1.75 2.45 1.30  0.258
H16 0.19 4.03 -0.27  0.212
H17 -0.41 2.48 -1.07  0.200
H18 -1.15 1.58 1.26  0.177
H19 -0.63 3.13 2.12  0.447
H20 -2.29 4.37 0.26  0.234
H21 -3.03 3.56 1.82  0.179
H22 -2.78 2.41 -1.18  0.306
H23 -3.05 1.31 0.26  0.098
H24 -5.28 2.16 -1.24  0.214
H25 -4.95 3.82 -0.52  0.219
H26 -6.86 2.31 0.59  0.373
H27 -5.69 3.20 1.68  0.215
H28 -6.12 0.84 2.56  0.445
H29 -4.36 1.24 2.28  0.224
H30 -5.25 -1.21 1.57  0.449
H31 -4.28 -0.43 0.24  0.337
H32 -7.25 0.34 -0.17  0.350
H33 -7.10 -1.43 0.25  0.407
H34 -4.18 0.50 -1.90  0.234
H35 -3.88 -0.37 -4.44  0.373
H36 -5.33 -2.04 -5.47  0.293
H37 -7.82 -2.33 -2.14  0.377
C21 5.59 6.56 -0.52  -1.426
C22 5.51 5.06 -0.76  0.543
C23 6.70 4.56 -1.57  -1.300
O1 4.30 4.75 -1.46  -0.523
H38 5.59 7.10 -1.47  0.332
H39 4.73 6.90 0.05  0.355
H40 6.50 6.82 0.03  0.383
H41 5.47 4.53 0.20  0.266
H42 6.73 5.04 -2.55  0.335
H43 6.62 3.48 -1.74  0.318
H44 7.64 4.76 -1.05  0.391
H45 4.33 5.21 -2.31  0.296
C24 -5.81 8.10 0.84  -1.422
C25 -5.06 6.85 1.27  0.667
C26 -4.07 7.15 2.39  -1.302
O2 -4.36 6.31 0.15  -0.493
H46 -5.12 8.86 0.46  0.360
H47 -6.51 7.87 0.03  0.348
H48 -6.37 8.53 1.68  0.381
H49 -5.77 6.09 1.61  0.180
H50 -3.32 7.88 2.06  0.347
H51 -3.53 6.25 2.68  0.267
H52 -4.58 7.55 3.27  0.400
H53 -3.73 6.97 -0.15  0.318
C27 5.09 -7.65 1.14  -1.032
C28 5.56 -6.81 2.32  0.565
C29 6.49 -7.60 3.23  -1.463
O3 4.42 -6.38 3.07  -0.551
H54 4.54 -8.53 1.48  0.296
H55 4.41 -7.07 0.51  0.094
H56 5.94 -7.98 0.53  0.431
H57 6.07 -5.91 1.96  0.219
H58 5.99 -8.48 3.64  0.366
H59 6.81 -6.99 4.08  0.352
H60 7.38 -7.93 2.68  0.364
H61 3.96 -7.17 3.40  0.359
C30 0.60 -7.51 0.75  -1.132
C31 1.25 -7.39 -0.62  0.901
C32 0.22 -7.49 -1.73  -1.486
O4 2.22 -8.42 -0.78  -0.519
H62 0.11 -8.48 0.86  0.343
H63 1.36 -7.45 1.53  0.220
H64 -0.14 -6.72 0.91  0.362
H65 1.78 -6.43 -0.70  -0.106
H66 -0.29 -8.45 -1.71  0.357
H67 0.70 -7.41 -2.71  0.367
H68 -0.53 -6.70 -1.65  0.359
H69 1.76 -9.27 -0.72  0.343

Its charge is +1. Its HOMO-LUMO gap is 6.1 eV. As for the multiplicity: 1. As for the LUMO energy: -0.1851 hartree. The energy relative to the best compared isomer or geometry (same formula, charge and spin) comes out at 90.4 kcal per mole.


# C32H70N2O5

A cluster of 7 separate species, C32H70N2O5 in total (ωB97M-V with the def2-TZVPD basis set, the OMol25 dataset).

Last column: Mulliken charge in e.
CARTESIAN COORDINATES (ANGSTROEM)
C1 -1.49 -0.35 -4.81  -0.437
C2 -2.70 0.55 -5.02  -0.735
C3 -3.33 0.65 -3.64  -0.477
O1 -2.24 0.69 -2.74  -0.187
C4 -1.24 -0.15 -3.28  -0.115
H1 -0.61 -0.05 -5.37  0.348
H2 -1.62 -1.42 -5.01  0.188
H3 -3.44 0.13 -5.71  0.369
H4 -2.46 1.54 -5.41  0.282
H5 -3.96 -0.23 -3.47  0.246
H6 -3.94 1.54 -3.46  0.246
H7 -1.19 -1.14 -2.81  0.245
H8 -0.23 0.19 -3.05  -0.026
C5 -2.99 3.04 -0.05  0.393
C6 -1.91 3.79 -0.81  -0.295
C7 -2.61 5.12 -1.15  -0.501
O2 -3.99 4.94 -0.86  -0.450
C8 -4.27 3.54 -0.67  -0.150
H9 -2.93 3.36 1.00  0.300
H10 -2.84 1.95 -0.10  -0.320
H11 -1.75 3.14 -1.68  -0.131
H12 -0.97 3.91 -0.27  0.378
H13 -2.44 5.37 -2.20  0.280
H14 -2.22 5.88 -0.47  0.313
H15 -4.49 3.13 -1.66  0.094
H16 -5.11 3.47 0.02  0.167
C9 6.26 -3.55 -0.82  -0.596
C10 4.79 -3.13 -0.74  1.015
C11 4.15 -4.35 -0.02  -0.234
O3 5.16 -5.37 0.01  -0.490
C12 6.15 -5.06 -0.96  -0.578
H17 6.73 -3.35 0.14  0.272
H18 6.76 -3.00 -1.62  0.425
H19 4.39 -3.10 -1.75  0.104
H20 4.75 -2.21 -0.16  -0.877
H21 3.25 -4.67 -0.55  0.131
H22 3.95 -4.12 1.02  0.296
H23 5.89 -5.42 -1.96  0.250
H24 7.10 -5.53 -0.70  0.365
C13 -0.02 -0.55 0.44  -0.545
C14 0.54 0.73 -0.10  0.389
C15 1.81 0.28 -0.78  -0.157
O4 2.14 -0.99 -0.16  -0.207
C16 1.20 -1.37 0.83  -0.427
H25 -0.62 -1.13 -0.27  0.086
H26 -0.81 -0.42 1.20  0.284
H27 0.82 1.46 0.67  0.214
H28 -0.11 1.16 -0.87  -0.218
H29 2.63 0.97 -0.55  -0.320
H30 1.74 0.09 -1.85  0.221
H31 1.55 -1.08 1.83  0.273
H32 0.92 -2.42 0.87  0.348
C17 1.16 -2.88 -4.27  -0.218
C18 0.31 -4.08 -4.75  -0.670
C19 -0.53 -4.35 -3.47  -0.536
O5 0.10 -3.70 -2.40  -0.423
C20 1.38 -3.23 -2.81  0.587
H33 0.72 -1.88 -4.33  -0.078
H34 2.06 -2.87 -4.89  0.441
H35 1.08 -4.82 -4.96  0.353
H36 -0.31 -3.86 -5.62  0.327
H37 -0.60 -5.44 -3.37  0.328
H38 -1.57 -4.05 -3.63  0.348
H39 2.15 -4.01 -2.71  -0.011
H40 1.68 -2.42 -2.15  -0.504
C21 -4.31 -0.30 1.52  -1.186
C22 -4.96 0.94 2.14  -0.351
N1 -5.90 0.63 3.21  0.177
C23 -6.61 1.85 3.62  -0.486
C24 -8.11 1.65 3.86  -1.260
C25 -5.52 -0.18 4.35  -0.723
C26 -4.29 0.23 5.12  -1.040
H41 -3.81 -0.04 0.59  0.208
H42 -5.11 -1.03 1.37  0.371
H43 -3.50 -0.76 2.10  0.201
H44 -4.21 1.65 2.52  0.437
H45 -5.48 1.43 1.32  0.285
H46 -6.12 2.22 4.53  0.253
H47 -6.53 2.68 2.92  0.429
H48 -8.59 1.70 2.88  0.278
H49 -8.38 0.70 4.31  0.334
H50 -8.46 2.48 4.46  0.373
H51 -5.59 -1.22 4.00  0.423
H52 -6.38 -0.23 5.02  0.368
H53 -4.31 1.27 5.45  0.269
H54 -3.33 0.06 4.64  0.207
H55 -4.20 -0.38 6.02  0.415
C27 5.91 -0.14 2.49  -1.562
C28 4.65 0.16 1.66  -0.477
N2 4.34 1.61 1.54  0.762
C29 5.46 2.31 0.88  -0.571
C30 5.02 3.61 0.23  -1.261
C31 3.96 2.21 2.81  -0.537
C32 2.69 1.58 3.40  -0.963
H56 5.89 -1.17 2.84  0.442
H57 5.90 0.45 3.41  0.316
H58 6.88 0.07 2.02  0.317
H59 4.86 -0.21 0.66  0.430
H60 3.77 -0.30 2.09  0.044
H61 6.35 2.44 1.51  0.356
H62 5.74 1.58 0.12  0.367
H63 4.80 4.41 0.95  0.341
H64 5.85 3.97 -0.38  0.417
H65 4.14 3.49 -0.40  0.223
H66 3.79 3.28 2.73  0.388
H67 4.71 2.09 3.61  0.260
H68 2.36 2.17 4.25  0.469
H69 2.97 0.62 3.84  0.304
H70 1.87 1.56 2.69  -0.038

Its HOMO-LUMO gap is 8.7 eV. As for the multiplicity: 1. As for the LUMO energy: 0.0231 hartree. The structure (SMILES) is CCN(CC)CC.CCN(CC)CC.C1CCOC1.C1CCOC1.C1CCOC1.C1CCOC1.C1CCOC1.


# C32H72F2NO4P2S2

A cluster of 3 separate species, C32H72F2NO4P2S2 in total (ωB97M-V with the def2-TZVPD basis set, the OMol25 dataset).

Last column: Mulliken charge in e.
CARTESIAN COORDINATES (ANGSTROEM)
C1 -10.58 10.87 -1.59  -1.367
C2 -11.51 11.58 -0.62  -0.423
C3 -10.72 12.47 0.38  -0.807
C4 -11.65 13.46 1.04  -0.021
P1 -10.81 14.55 2.24  0.514
C5 -12.01 15.75 2.90  -0.914
C6 -13.17 16.11 1.98  -0.625
C7 -13.78 17.45 2.43  -0.547
C8 -15.02 17.78 1.60  -1.323
C9 -9.56 15.50 1.30  -1.282
C10 -9.84 16.05 -0.09  -0.553
C11 -8.59 16.55 -0.78  -0.549
C12 -8.89 17.00 -2.21  -1.277
C13 -9.99 13.55 3.57  -0.988
C14 -9.25 14.40 4.57  -0.433
C15 -8.68 13.65 5.78  -0.896
C16 -9.72 12.90 6.65  -0.883
H1 -11.06 10.08 -2.16  0.405
H2 -9.78 10.37 -1.02  0.321
H3 -10.05 11.52 -2.29  0.340
H4 -12.18 10.92 -0.07  0.359
H5 -12.20 12.19 -1.21  0.368
H6 -9.95 13.00 -0.19  0.270
H7 -10.18 11.83 1.07  0.487
H8 -12.33 12.94 1.72  -0.632
H9 -12.29 14.09 0.43  0.803
H10 -11.30 16.57 3.08  0.843
H11 -12.38 15.34 3.84  0.580
H12 -13.91 15.32 1.90  0.273
H13 -12.82 16.36 0.97  0.246
H14 -12.99 18.18 2.58  0.465
H15 -14.22 17.30 3.43  0.267
H16 -14.71 18.27 0.67  0.306
H17 -15.70 18.51 2.05  0.403
H18 -15.61 16.89 1.35  0.326
H19 -8.67 14.84 1.28  0.583
H20 -9.08 16.21 1.99  0.805
H21 -10.67 16.76 -0.13  0.366
H22 -10.21 15.25 -0.74  0.296
H23 -7.79 15.81 -0.68  0.412
H24 -8.20 17.40 -0.21  0.305
H25 -9.97 17.11 -2.39  0.357
H26 -8.62 16.27 -2.97  0.301
H27 -8.41 17.93 -2.52  0.365
H28 -9.38 12.88 2.96  0.664
H29 -10.75 12.83 3.89  0.417
H30 -9.98 15.10 4.99  0.303
H31 -8.47 15.00 4.10  0.301
H32 -8.12 14.34 6.41  0.402
H33 -7.97 12.88 5.47  0.351
H34 -10.37 12.29 6.03  0.172
H35 -10.38 13.65 7.09  0.195
H36 -9.17 12.44 7.47  0.426
C17 -13.54 8.05 14.02  -1.354
C18 -14.12 7.72 12.63  -0.562
C19 -14.28 8.84 11.59  -0.430
C20 -15.54 8.68 10.78  -1.117
P2 -15.82 9.98 9.53  0.626
C21 -14.61 9.77 8.15  0.002
C22 -14.80 8.49 7.31  -1.310
C23 -16.08 8.48 6.48  1.191
C24 -16.32 7.25 5.60  -1.503
C25 -17.59 10.02 9.18  -1.617
C26 -18.25 10.78 8.01  -1.299
C27 -17.49 12.00 7.42  1.553
C28 -18.15 12.46 6.14  -1.661
C29 -15.37 11.61 10.25  -0.928
C30 -16.14 12.01 11.50  -0.289
C31 -15.79 13.42 11.98  -0.841
C32 -16.43 14.55 11.15  -1.066
H37 -13.57 7.21 14.69  0.395
H38 -14.19 8.82 14.46  0.324
H39 -12.62 8.59 13.79  0.342
H40 -15.13 7.34 12.85  0.387
H41 -13.49 6.95 12.19  0.358
H42 -13.42 8.81 10.92  0.288
H43 -14.28 9.83 12.07  0.190
H44 -16.43 8.68 11.42  0.675
H45 -15.56 7.72 10.25  0.533
H46 -13.68 9.80 8.72  0.799
H47 -14.69 10.62 7.47  -0.469
H48 -14.75 7.59 7.92  0.371
H49 -13.95 8.52 6.62  0.567
H50 -16.06 9.36 5.83  -0.130
H51 -16.89 8.61 7.20  -0.444
H52 -15.59 6.43 5.60  0.354
H53 -16.38 7.53 4.55  0.335
H54 -17.28 6.82 5.87  0.374
H55 -18.10 10.29 10.10  0.885
H56 -17.92 8.99 8.98  0.719
H57 -19.13 11.29 8.41  0.455
H58 -18.69 10.17 7.22  0.576
H59 -16.41 11.87 7.26  -0.861
H60 -17.47 12.76 8.21  0.176
H61 -19.14 12.89 6.32  0.455
H62 -18.28 11.66 5.41  0.406
H63 -17.58 13.23 5.62  0.270
H64 -15.54 12.31 9.43  0.493
H65 -14.29 11.58 10.42  0.754
H66 -15.81 11.38 12.34  0.179
H67 -17.22 11.90 11.40  0.247
H68 -14.72 13.65 12.00  0.346
H69 -16.12 13.51 13.01  0.396
H70 -16.44 15.56 11.56  0.375
H71 -17.46 14.33 10.87  0.261
H72 -15.85 14.62 10.22  0.246
N1 -13.41 13.17 3.97  0.197
S1 -14.43 12.11 3.34  0.894
O1 -15.69 11.95 4.05  -0.529
O2 -13.82 10.95 2.75  -0.665
F1 -14.96 12.91 2.05  -0.329
S2 -13.73 13.01 5.48  0.997
O3 -13.28 11.82 6.16  -0.584
O4 -14.84 13.77 6.00  -0.684
F2 -12.54 14.03 5.98  -0.397

Its charge is +1. Its HOMO-LUMO gap is 10.8 eV. As for the multiplicity: 1. As for the LUMO energy: -0.0534 hartree. The energy relative to the best compared isomer or geometry (same formula, charge and spin) comes out at 23.9 kcal per mole.


# C32H72NP

A cluster of 5 separate species, C32H72NP in total (ωB97M-V with the def2-TZVPD basis set, the OMol25 dataset).

Last column: Mulliken charge in e.
CARTESIAN COORDINATES (ANGSTROEM)
P1 -2.44 -2.07 -1.27  0.079
C1 -1.11 -3.13 -2.13  -0.663
C2 -0.20 -2.36 -3.22  -0.702
C3 1.32 -2.95 -3.13  -0.085
C4 2.37 -1.85 -2.61  -0.988
N1 2.20 -1.73 -1.14  0.657
C5 2.82 -2.43 -0.04  -0.378
C6 2.28 -1.89 1.29  -0.656
C7 1.28 -0.73 0.90  -0.199
C8 1.28 -0.73 -0.64  -0.611
H1 -2.19 -0.91 -2.08  0.012
H2 -3.43 -3.06 -1.62  0.012
H3 -1.72 -2.24 -0.02  0.014
H4 -3.45 -1.34 -0.53  0.080
H5 -1.66 -4.02 -2.62  0.466
H6 -0.42 -3.58 -1.33  0.007
H7 -0.23 -1.22 -3.13  0.372
H8 -0.58 -2.69 -4.26  0.355
H9 1.40 -3.86 -2.44  -0.160
H10 1.67 -3.27 -4.18  0.414
H11 2.27 -0.83 -3.13  0.273
H12 3.42 -2.26 -2.84  0.392
H13 3.60 -3.25 -0.15  0.414
H14 2.50 -2.18 2.36  0.344
H15 0.67 -0.04 1.56  0.339
H16 0.60 0.02 -1.16  0.199
C9 2.72 -9.32 2.99  -1.194
C10 3.50 -9.03 1.72  -0.408
C11 4.03 -7.60 1.64  -0.807
C12 2.96 -6.50 1.63  -0.477
C13 1.93 -6.61 0.50  -0.336
C14 2.56 -6.48 -0.89  -0.988
H17 1.83 -8.69 3.07  0.290
H18 2.39 -10.36 3.01  0.376
H19 3.34 -9.15 3.87  0.291
H20 2.87 -9.25 0.85  0.244
H21 4.34 -9.72 1.66  0.384
H22 4.66 -7.50 0.75  0.308
H23 4.69 -7.42 2.49  0.407
H24 3.46 -5.53 1.57  0.174
H25 2.42 -6.50 2.58  0.379
H26 1.19 -5.81 0.62  0.252
H27 1.38 -7.55 0.56  0.338
H28 3.07 -5.52 -0.99  0.068
H29 1.78 -6.53 -1.66  0.334
H30 3.27 -7.28 -1.09  0.366
C15 -5.40 -1.45 -3.78  -1.199
C16 -5.70 -0.30 -2.82  -0.286
C17 -6.83 -0.62 -1.83  -0.664
C18 -8.19 -0.88 -2.47  -0.753
C19 -8.74 0.25 -3.34  -0.351
C20 -8.97 1.54 -2.57  -1.189
H31 -6.26 -1.68 -4.41  0.393
H32 -4.57 -1.18 -4.44  0.337
H33 -5.12 -2.35 -3.23  0.217
H34 -5.93 0.60 -3.39  0.330
H35 -4.79 -0.08 -2.25  0.257
H36 -6.91 0.21 -1.12  0.346
H37 -6.54 -1.50 -1.24  0.317
H38 -8.91 -1.09 -1.67  0.382
H39 -8.15 -1.80 -3.07  0.309
H40 -9.69 -0.07 -3.78  0.372
H41 -8.06 0.44 -4.19  0.235
H42 -9.68 1.38 -1.76  0.291
H43 -9.38 2.31 -3.24  0.373
H44 -8.04 1.94 -2.15  0.288
C21 4.81 4.75 2.88  -1.126
C22 5.38 4.06 1.65  -0.423
C23 4.64 4.41 0.36  -0.964
C24 3.17 3.99 0.32  -0.045
C25 2.91 2.50 0.53  -0.168
C26 3.54 1.62 -0.55  -0.807
H45 3.78 4.45 3.06  0.227
H46 5.40 4.49 3.76  0.402
H47 4.84 5.84 2.76  0.284
H48 5.39 2.98 1.80  0.265
H49 6.43 4.36 1.54  0.377
H50 5.17 3.96 -0.49  0.348
H51 4.69 5.50 0.20  0.457
H52 2.75 4.29 -0.65  0.422
H53 2.61 4.55 1.07  -0.317
H54 1.83 2.33 0.53  0.242
H55 3.27 2.18 1.51  0.209
H56 3.15 1.89 -1.54  0.239
H57 3.30 0.57 -0.36  -0.011
H58 4.62 1.71 -0.57  0.395
C27 -0.19 8.46 4.57  -1.234
C28 -0.14 6.99 4.17  -0.630
C29 0.75 6.73 2.95  -0.217
C30 0.31 7.42 1.66  -0.735
C31 -1.11 7.07 1.19  -0.440
C32 -1.29 5.60 0.86  -1.111
H59 -0.61 9.08 3.78  0.292
H60 -0.82 8.58 5.46  0.379
H61 0.81 8.83 4.81  0.293
H62 -1.16 6.63 3.98  0.284
H63 0.24 6.41 5.01  0.399
H64 0.81 5.65 2.79  0.125
H65 1.77 7.06 3.18  0.364
H66 1.01 7.15 0.86  0.346
H67 0.38 8.50 1.77  0.365
H68 -1.33 7.66 0.29  0.359
H69 -1.84 7.38 1.94  0.255
H70 -0.60 5.29 0.08  0.250
H71 -2.31 5.41 0.51  0.389
H72 -1.13 4.97 1.74  0.265

Its HOMO-LUMO gap is 8.6 eV. As for the multiplicity: 1. As for the LUMO energy: 0.0241 hartree. The structure (SMILES) is [PH4]CCCCn1cccc1.CCCCCC.CCCCCC.CCCCCC.CCCCCC.